Record 1
Below is 5 unconnected molecules or ions with the total composition C9H27O11P at a distorted geometry, with properties calculated with ωB97M-V/def2-TZVPD.

XYZ file:
```
48
Properties=species:S:1:pos:R:3:nbo_charge:R:1
C 2.567 -2.356 -1.514 -0.64
C 2.885 -0.769 -1.316 -0.07
O 2.122 -0.356 -0.159 -0.56
C 2.139 1.078 0.029 -0.09
C 0.776 1.730 -0.618 -0.12
O -0.188 0.648 -0.890 -0.28
O -0.901 1.112 -1.973 -0.25
C -2.080 0.301 -2.035 0.96
O -2.585 0.072 -3.154 -0.55
O -2.582 -0.154 -0.795 -0.79
P -2.528 -1.900 -0.703 1.54
O -3.382 -2.220 0.771 -0.96
O -0.924 -2.425 -0.360 -1.00
H 2.591 -2.674 -2.611 0.22
H 3.316 -2.942 -0.863 0.21
H 1.516 -2.546 -1.112 0.23
H 3.994 -0.661 -1.072 0.17
H 2.600 -0.245 -2.290 0.17
H 2.037 1.251 1.163 0.23
H 3.061 1.609 -0.379 0.19
H 0.362 2.503 0.103 0.21
H 1.073 2.137 -1.643 0.19
H -2.846 -1.714 1.442 0.48
H -0.410 -1.702 0.083 0.51
C -1.233 -2.447 -4.834 -0.25
O -1.486 -3.513 -3.931 -0.73
H -1.353 -2.815 -5.854 0.18
H -1.943 -1.637 -4.657 0.18
H -0.211 -2.083 -4.700 0.15
H -1.373 -3.166 -3.035 0.46
C -0.231 1.488 3.203 -0.25
O 0.505 2.272 2.272 -0.73
H 0.195 0.484 3.230 0.19
H -0.163 1.936 4.197 0.17
H -1.276 1.429 2.891 0.17
H 0.108 3.153 2.270 0.47
C 4.084 4.306 0.486 -0.25
O 3.809 3.208 1.345 -0.73
H 3.969 3.980 -0.549 0.18
H 3.383 5.119 0.689 0.16
H 5.109 4.650 0.644 0.17
H 3.918 3.522 2.251 0.47
C -5.020 -1.571 3.758 -0.25
O -3.767 -1.257 4.350 -0.73
H -5.214 -0.867 2.949 0.19
H -4.991 -2.586 3.355 0.17
H -5.812 -1.489 4.507 0.16
H -3.619 -1.893 5.061 0.47
```

Values from the calculation:
2S+1   1
Largest force on an atom   5.05 eV/Å
Calculated total energy   -41576.5546 eV

Record 2
Below is a molecular structure, C21H24N2OP2SY at a distorted geometry, with properties calculated with ωB97M-V/def2-TZVPD.

XYZ file:
```
52
Properties=species:S:1:pos:R:3:nbo_charge:R:1
C 2.265 -2.695 -1.701 -0.19
C 1.672 -1.539 -1.196 -0.06
C 0.259 -1.538 -1.005 0.11
C -0.503 -2.634 -1.401 0.05
C 0.112 -3.784 -1.891 -0.20
C 1.499 -3.814 -2.036 -0.21
C -2.002 -2.617 -1.099 -0.39
C -2.546 -1.191 -1.132 -0.05
C -1.678 -0.149 -0.814 0.20
C -2.106 1.201 -0.918 -0.06
C -3.464 1.440 -1.115 -0.19
C -4.363 0.383 -1.291 -0.21
C -3.902 -0.934 -1.323 -0.18
H 3.350 -2.716 -1.833 0.22
H -0.513 -4.642 -2.147 0.22
H 1.985 -4.711 -2.417 0.23
H -2.518 -3.203 -1.867 0.24
H -3.820 2.473 -1.132 0.22
H -5.425 0.589 -1.424 0.23
H -4.576 -1.777 -1.494 0.22
N -0.391 -0.475 -0.314 -0.95
Y -0.021 -0.254 1.683 1.88
C 2.511 -0.327 -0.830 -0.69
H 2.046 0.601 -1.201 0.25
H 3.523 -0.420 -1.247 0.25
C -1.103 2.332 -0.806 -0.73
H -0.244 2.174 -1.478 0.25
H -1.573 3.300 -1.028 0.24
P 2.724 -0.127 1.014 0.74
P -0.416 2.445 0.906 0.81
C -1.776 3.374 1.700 -0.94
H -1.487 3.633 2.726 0.25
H -1.980 4.287 1.123 0.24
H -2.677 2.749 1.738 0.26
C 0.850 3.744 0.731 -0.94
H 0.379 4.677 0.390 0.25
H 1.320 3.901 1.710 0.25
H 1.618 3.428 0.013 0.24
C 3.949 -1.420 1.378 -0.93
H 4.960 -1.064 1.138 0.25
H 3.889 -1.640 2.453 0.25
H 3.732 -2.340 0.822 0.26
C 3.713 1.401 1.110 -0.93
H 3.430 1.920 2.035 0.25
H 4.781 1.145 1.146 0.25
H 3.513 2.063 0.258 0.25
C -2.203 -3.154 0.234 0.49
O -1.702 -2.766 1.270 -0.54
H -2.890 -3.945 -0.090 0.15
S 0.500 1.642 3.810 -0.07
C -0.908 0.853 3.613 -0.02
N -1.795 0.124 3.229 -0.53
```

Values from the calculation:
Net charge   +1
2S+1   1
Largest force on an atom   3.68 eV/Å
Calculated total energy   -57646.7877 eV

Record 3
Below is 2 unconnected molecules or ions with the total composition C5H13P at a distorted geometry, with properties calculated with ωB97M-V/def2-TZVPD.

XYZ file:
```
19
Properties=species:S:1:pos:R:3:nbo_charge:R:1
C 2.874 -1.938 0.854 -0.71
C -3.080 0.319 -0.467 -0.64
C -0.968 1.458 -1.324 -0.62
C 2.809 -0.498 1.249 -0.29
C -1.698 0.780 -0.156 -0.50
P -0.802 -0.849 0.353 0.32
H 2.401 -2.328 -0.069 0.22
H 3.834 -2.282 0.611 0.22
H 2.413 -2.632 1.495 0.22
H -3.702 1.258 -0.973 0.20
H -3.072 -0.460 -1.296 0.22
H -3.740 0.063 0.442 0.23
H -1.371 2.495 -1.384 0.21
H -1.310 1.153 -2.326 0.21
H 0.035 1.446 -1.163 0.21
H 3.631 0.086 0.767 0.18
H 2.021 -0.212 1.838 0.17
H -1.487 1.480 0.792 0.23
H 0.431 -0.227 0.833 -0.08
```

Values from the calculation:
2S+1   1
Largest force on an atom   4.48 eV/Å
Calculated total energy   -14679.6281 eV

Record 4
Below is a molecular structure, C35H50BrCl2F4N4OS3SiW at a distorted geometry, with properties calculated with ωB97M-V/def2-TZVPD.

XYZ file:
```
102
Properties=species:S:1:pos:R:3:mulliken_charge:R:1
W 0.361 -0.547 1.685 0.43
C -2.255 -4.864 -0.559 -1.26
N -1.738 -3.504 -0.518 1.00
C -1.042 -3.198 -1.754 -1.30
C -2.832 -2.576 -0.275 -2.08
C -2.433 -1.143 0.089 0.62
N -1.524 -1.062 1.227 0.77
C -1.838 -1.798 2.388 0.67
C -0.656 -1.808 3.112 -0.71
F 1.753 -1.041 2.943 -0.60
C -0.582 -2.479 4.302 0.59
F 0.556 -2.532 5.006 -0.33
C -1.712 -3.101 4.823 -0.84
C -2.897 -3.014 4.115 0.27
F -4.002 -3.572 4.612 -0.31
C -2.997 -2.352 2.895 0.64
F -4.195 -2.259 2.297 -0.36
H -3.009 -5.005 -1.348 0.40
H -2.708 -5.121 0.399 0.29
H -1.440 -5.563 -0.753 0.36
H -1.718 -3.211 -2.625 0.38
H -0.265 -3.939 -1.943 0.59
H -0.560 -2.224 -1.694 0.04
H -3.441 -2.991 0.525 0.78
H -3.501 -2.499 -1.151 0.53
H -1.967 -0.650 -0.757 -1.26
H -3.356 -0.608 0.329 0.41
H -1.685 -3.607 5.777 0.57
S 1.973 1.204 1.404 0.02
C 2.054 1.780 3.043 0.16
C 3.203 2.392 3.539 -0.98
C 3.205 2.932 4.812 0.58
C 4.404 3.545 5.315 -0.41
N 5.372 4.019 5.709 -0.46
C 2.042 2.876 5.602 0.64
C 0.895 2.285 5.106 -0.91
C 0.886 1.745 3.819 0.79
S -0.580 1.068 3.160 -0.54
C 2.033 3.427 6.930 -0.33
N 2.007 3.856 7.994 -0.46
H 4.100 2.437 2.936 0.63
H 0.007 2.238 5.721 0.60
Cl 5.372 1.306 -1.446 -0.14
C 4.537 -0.036 -2.228 0.39
Cl 4.072 -1.271 -1.041 -0.13
H 5.219 -0.491 -2.936 0.42
H 3.636 0.321 -2.718 -0.53
C -2.539 2.328 0.062 -1.48
C -1.614 3.177 -0.819 2.75
C -0.623 3.897 0.103 -1.97
C -2.483 4.249 -1.514 -1.71
Si -0.769 2.121 -2.155 -1.59
Br 0.344 0.384 -0.962 -0.08
C -1.959 1.275 -3.384 3.05
C -3.373 1.014 -2.847 -1.91
C -1.415 -0.051 -3.925 -2.04
C -2.137 2.251 -4.576 -1.78
C 0.830 2.822 -2.924 2.85
C 1.381 1.979 -4.081 -1.98
C 0.504 4.240 -3.461 -1.78
C 1.973 2.976 -1.906 -1.41
H -2.988 2.978 0.818 0.67
H -1.994 1.550 0.593 -0.07
H -3.354 1.866 -0.495 0.29
H -1.194 4.456 0.849 0.61
H 0.000 4.617 -0.427 0.33
H 0.024 3.197 0.636 0.15
H -2.966 4.849 -0.737 0.57
H -3.277 3.817 -2.122 0.36
H -1.907 4.933 -2.138 0.30
H -3.391 0.323 -2.009 0.13
H -3.962 0.569 -3.653 0.62
H -3.883 1.927 -2.546 0.40
H -1.382 -0.816 -3.148 0.43
H -0.418 0.031 -4.353 0.22
H -2.087 -0.408 -4.712 0.64
H -2.534 3.221 -4.272 0.36
H -2.862 1.807 -5.263 0.57
H -1.221 2.414 -5.140 0.34
H 0.695 1.881 -4.919 0.37
H 1.661 0.975 -3.749 0.11
H 2.285 2.465 -4.460 0.59
H -0.308 4.269 -4.185 0.33
H 1.397 4.620 -3.965 0.58
H 0.274 4.935 -2.654 0.37
H 2.338 2.007 -1.565 -0.12
H 1.702 3.543 -1.021 0.19
H 2.804 3.495 -2.389 0.61
O 0.959 -2.314 0.881 -0.21
S 1.453 -3.529 1.750 0.58
C 1.280 -4.919 0.599 0.00
C 2.665 -5.544 0.453 -1.03
C 3.649 -4.380 0.450 -0.29
C 3.259 -3.512 1.640 -0.78
H 0.913 -4.459 -0.315 -0.44
H 0.518 -5.589 0.991 0.61
H 2.715 -6.133 -0.461 0.39
H 2.865 -6.217 1.289 0.36
H 3.555 -3.824 -0.482 0.13
H 4.684 -4.707 0.540 0.44
H 3.568 -2.468 1.627 0.31
H 3.587 -3.954 2.584 0.44
```

Values from the calculation:
Net charge   +1
2S+1   1
Largest force on an atom   1.25 eV/Å
Calculated total energy   -193276.2536 eV

Q: Which of these has the lowest largest force on an atom?
A: C35H50BrCl2F4N4OS3SiW

Q: Which of these has the lowest calculated total energy?
A: C35H50BrCl2F4N4OS3SiW

Q: 2S+1 of number 2 (C21H24N2OP2SY)?
A: 1